# 1
{"formula": "C2H2N2O2S", "method": "wB97M-V/def2-TZVPD", "elements": ["C", "C", "N", "N", "O", "O", "S", "H", "H"], "coordinates": [[2.144, -0.560, 0.322], [1.407, -0.140, -0.748], [2.954, -1.029, 1.059], [-2.107, 0.098, 0.039], [0.442, 0.441, -1.159], [0.147, 0.570, 1.187], [-0.798, 1.154, 0.188], [-1.698, -0.810, -0.007], [-2.491, 0.277, -0.880]], "multiplicity": 1, "total_energy_ha": -735.4202, "e_above_lowest_ev": 4.546, "gap_ev": [7.231, 7.232]}

# 2
{"formula": "C2H2N2O2S", "method": "wB97M-V/def2-TZVPD", "elements": ["C", "C", "H", "H", "N", "N", "O", "O", "S"], "coordinates": [[-0.587, 0.010, -0.068], [1.649, -0.257, -0.097], [-2.409, 1.051, 1.085], [0.119, -1.973, 0.915], [-0.147, 1.214, -0.025], [0.349, -0.936, -0.183], [1.247, 1.090, -0.009], [2.811, -0.521, 0.119], [-2.373, -0.256, -0.028]], "multiplicity": 1, "total_energy_ha": -735.4185, "e_above_lowest_ev": 4.594, "gap_ev": 8.128}

# 3
{"formula": "C2H2N2O2S2", "method": "wB97M-V/def2-TZVPD", "elements": ["O", "C", "N", "C", "S", "O", "N", "S", "H", "H"], "coordinates": [[-1.551, 1.789, -0.078], [-0.666, 0.963, -0.179], [0.704, 1.098, -0.136], [1.154, -0.117, -0.099], [2.834, -0.646, -0.097], [0.240, -1.126, -0.150], [-0.955, -0.446, -0.357], [-2.394, -1.191, -0.133], [3.315, 0.621, 0.065], [-2.682, -0.946, 1.164]], "multiplicity": 1, "total_energy_ha": -1133.7192, "e_above_lowest_ev": 1.817, "gap_ev": 10.331, "smiles": "O=c1nc(S)on1S"}

# 4
{"formula": "C2H2N2O3", "method": "wB97M-V/def2-TZVPD", "elements": ["C", "C", "N", "N", "O", "O", "O", "H", "H"], "coordinates": [[-1.474, -0.377, 0.272], [-0.162, 0.117, -0.465], [0.877, 0.715, 0.258], [1.940, 0.016, 0.414], [2.978, 0.676, 0.944], [-1.716, 0.121, 1.415], [-2.204, -1.105, -0.434], [0.344, -0.803, -1.072], [-0.583, 0.640, -1.332]], "multiplicity": 3, "total_energy_ha": -412.4304, "e_above_lowest_ev": 0.000, "charge": -2, "s_squared": 2.01, "gap_ev": [3.955, 6.599]}

# 5
{"formula": "C2H2N2O3", "method": "wB97M-V/def2-TZVPD", "elements": ["N", "C", "N", "O", "C", "O", "O", "H", "H"], "coordinates": [[1.661, -0.416, -0.174], [0.453, 0.219, 0.219], [0.110, 1.352, -0.009], [-1.335, 1.365, 0.081], [-1.696, -0.012, 0.088], [-2.688, -0.603, -0.212], [-0.504, -0.661, 0.382], [1.630, -1.524, 0.098], [2.369, 0.280, -0.474]], "multiplicity": 1, "total_energy_ha": -412.5724, "e_above_lowest_ev": 2.137, "gap_ev": 10.484, "smiles": "Nc1noc(=O)o1"}

# 6
{"formula": "C2H2N2O3", "method": "wB97M-V/def2-TZVPD", "elements": ["H", "N", "C", "N", "O", "C", "O", "O", "H"], "coordinates": [[1.586, -1.868, 0.815], [1.538, -1.312, -0.241], [0.489, -0.497, -0.356], [-0.564, -0.386, 0.522], [-1.260, 0.641, 0.494], [-0.774, 1.317, -0.569], [-1.043, 2.455, -0.950], [0.221, 0.496, -1.136], [-0.193, -0.845, 1.421]], "multiplicity": 1, "total_energy_ha": -412.5150, "e_above_lowest_ev": 3.699, "gap_ev": 9.883, "smiles": "[H]/N=c1\\[nH]oc(=O)o1"}